# 1
Molecular formula: C4H13NO2
Method: DFT, ωB97M-V/def2-TZVPD

Geometry (Å):
C -0.589 -1.644 -1.491
N -0.383 -1.073 -0.185
C -2.110 0.695 -0.132
C -0.562 0.344 0.015
C 0.398 1.207 -0.785
O 0.838 2.344 -0.081
H -1.012 -2.637 -1.381
H 0.348 -1.667 -2.056
H -1.307 -1.041 -2.050
H -0.827 -1.612 0.560
H -2.222 1.201 -1.089
H -2.454 1.243 0.728
H -2.694 -0.218 -0.239
H -0.443 0.462 1.080
H 1.257 0.638 -1.142
H -0.112 1.603 -1.659
H 0.810 2.182 0.878
H 1.329 -1.045 2.213
H 2.116 -2.283 1.729
O 2.155 -1.524 2.322

Properties
Highest occupied orbital energy (spin up / spin down) ... -14.8 / -14.8 eV
Spin multiplicity ... 2
Total charge ... +1
Energy ... -365.07754 a.u.
Energy above the lowest of the compared OMol25 structures with the same formula, charge and spin ... 182.3 kJ/mol
Gap between HOMO and LUMO (spin up / spin down) ... 0.4076 / 0.2364 Eh
Maximum force ... 2.3 eV Å⁻¹


# 2
Molecular formula: C14H33BFNO6S
Method: DFT, ωB97M-V/def2-TZVPD

Geometry (Å):
C 4.015 -3.548 1.259
C 3.409 -2.925 0.024
C 1.890 -2.962 0.000
C 1.249 -1.786 -0.774
C -0.156 -2.216 -1.095
C -1.177 -1.183 -1.597
C -1.260 0.263 -1.062
N -2.160 0.445 0.169
C -1.528 1.226 1.344
O -0.208 1.017 1.550
C 0.386 2.292 1.851
C 1.852 2.300 1.493
O 1.833 3.123 0.372
C 2.737 2.743 -0.638
C 2.800 3.909 -1.599
C -3.258 1.422 -0.216
B -4.496 0.837 -1.042
O -5.508 0.115 -0.450
O -4.587 1.095 -2.383
C -2.762 -0.771 0.733
S -1.705 -1.764 1.848
O -2.138 -3.109 1.677
O -1.909 -1.304 3.182
H 3.542 -3.199 2.168
H 5.066 -3.328 1.349
H 3.883 -4.622 1.253
H 3.760 -3.422 -0.872
H 3.722 -1.907 -0.092
H 1.547 -2.854 1.034
H 1.497 -3.912 -0.338
H 1.814 -1.642 -1.676
H 1.305 -0.926 -0.144
H -0.508 -2.812 -0.256
H -0.050 -2.927 -1.903
H -0.969 -1.061 -2.647
H -2.133 -1.701 -1.578
H -0.255 0.693 -0.971
H -1.641 0.841 -1.886
H -2.117 1.020 2.233
H -1.652 2.283 1.157
H -0.023 3.093 1.249
H 0.262 2.512 2.907
H 2.408 2.775 2.303
H 2.255 1.312 1.328
H 2.285 1.909 -1.211
H 3.750 2.545 -0.288
H 3.101 3.568 -2.578
H 1.840 4.385 -1.688
H 3.515 4.662 -1.277
H -3.669 1.779 0.728
H -2.831 2.293 -0.677
H -5.375 -0.808 -0.676
H -5.261 1.763 -2.514
H -3.568 -0.473 1.388
H -3.183 -1.476 0.037
H -0.397 -1.546 1.534
F 0.760 1.963 -2.042

Properties
Highest occupied orbital energy ... -7.4 eV
Energy ... -1582.18103 a.u.
Gap between HOMO and LUMO ... 0.2577 Eh
Maximum force ... 1.8 eV Å⁻¹


# 3
Molecular formula: C53H82ClIN5O12P
Method: DFT, ωB97M-V/def2-TZVPD

Geometry (Å):
C 4.344 -1.739 2.612
C 3.515 -2.824 3.191
O 3.767 -3.293 4.279
O 2.444 -3.269 2.472
C 2.729 -4.494 1.790
C 1.479 -5.335 1.656
C 0.697 -4.790 0.477
C -0.594 -5.532 0.163
C -1.153 -5.280 -1.233
C -1.738 -3.885 -1.563
C -0.872 -2.674 -1.324
C -1.265 -1.837 -0.344
C -2.522 -1.992 0.451
C -2.397 -3.047 1.498
C -3.563 -4.185 1.506
O -3.290 -2.942 2.432
C -0.508 -0.772 -0.093
O -0.932 0.105 0.891
C -1.935 0.978 0.526
O -2.870 1.125 1.286
C -1.906 1.783 -0.725
C -1.500 3.028 -0.619
C -1.448 3.816 -1.687
C -1.824 3.306 -2.854
C -2.252 2.066 -2.941
C -2.305 1.281 -1.883
C 0.632 -0.521 -0.719
C 1.388 0.699 -0.270
C 1.568 1.869 -1.278
C 1.130 1.668 -2.703
Cl 3.267 2.475 -1.230
C 1.017 -1.348 -1.677
C 0.244 -2.405 -2.012
C 0.666 -3.246 -3.154
O -0.032 -4.149 -3.569
C 1.904 -2.918 -3.889
C 2.286 -3.633 -4.958
C 1.530 -4.801 -5.512
C 1.774 -6.080 -4.740
O 2.852 -6.420 -4.336
I 0.049 -7.366 -4.413
C 3.380 -3.316 -5.611
C 4.131 -2.279 -5.257
C 3.758 -1.564 -4.216
P 4.836 -0.147 -3.822
N 5.952 -0.516 -2.795
C 2.675 -1.887 -3.534
C 2.304 -1.123 -2.346
O 3.117 -0.364 -1.854
H 4.588 -1.890 1.570
H 3.930 -0.756 2.756
H 5.274 -1.737 3.149
H 3.071 -4.227 0.796
H 3.541 -5.031 2.262
H 1.815 -6.340 1.443
H 0.959 -5.250 2.597
H 0.501 -3.752 0.689
H 1.324 -4.816 -0.410
H -1.312 -5.429 0.962
H -0.314 -6.580 0.183
H -1.979 -5.971 -1.349
H -0.411 -5.627 -1.927
H -2.692 -3.809 -1.075
H -1.968 -3.891 -2.616
H -2.714 -1.157 1.098
H -3.423 -2.183 -0.110
H -1.430 -3.385 1.732
H -3.771 -3.914 0.435
H -4.619 -4.139 1.772
H -1.181 3.414 0.326
H -1.082 4.813 -1.571
H -1.780 3.930 -3.720
H -2.540 1.697 -3.902
H -2.635 0.267 -1.969
H 2.377 0.364 -0.014
H 0.993 1.116 0.637
H 1.001 2.691 -0.893
H 1.892 1.254 -3.339
H 0.921 2.640 -3.120
H 0.225 1.093 -2.811
H 1.870 -5.008 -6.517
H 0.482 -4.615 -5.604
H 3.682 -3.887 -6.459
H 5.022 -2.056 -5.808
H 4.012 0.891 -3.368
H 5.352 0.245 -5.071
H 5.862 0.052 -1.964
C -7.130 3.450 1.333
C -7.151 4.015 -0.082
C -7.314 2.947 -1.172
O -6.148 2.195 -1.439
C -5.901 1.130 -0.540
N -5.941 4.821 -0.290
H -6.174 2.987 1.580
H -7.295 4.250 2.055
H -7.918 2.707 1.472
H -8.015 4.680 -0.150
H -7.551 3.457 -2.110
H -8.160 2.281 -0.954
H -6.827 0.660 -0.196
H -5.312 1.472 0.313
H -5.308 0.381 -1.070
H -6.005 5.285 -1.191
H -5.160 4.179 -0.402
C 8.136 -6.112 -0.390
C 7.953 -4.762 -1.080
C 8.371 -3.563 -0.216
O 7.446 -3.222 0.799
C 7.531 -3.995 1.973
N 6.567 -4.643 -1.533
H 7.353 -6.310 0.342
H 8.095 -6.916 -1.125
H 9.102 -6.170 0.116
H 8.598 -4.758 -1.963
H 8.425 -2.689 -0.866
H 9.376 -3.704 0.209
H 8.559 -4.287 2.207
H 6.901 -4.884 1.891
H 7.146 -3.393 2.797
H 6.483 -3.786 -2.082
H 5.995 -4.466 -0.712
C -8.319 7.847 2.465
C -8.846 7.847 1.034
C -9.665 9.094 0.675
O -10.975 9.116 1.204
C -11.074 9.536 2.552
N -9.605 6.612 0.811
H -9.095 7.600 3.190
H -7.532 7.102 2.574
H -7.899 8.818 2.731
H -7.976 7.832 0.370
H -9.792 9.112 -0.410
H -9.128 10.014 0.944
H -10.333 10.304 2.793
H -10.970 8.691 3.236
H -12.069 9.957 2.695
H -9.863 6.559 -0.171
H -10.496 6.706 1.290
C 5.365 4.030 5.205
C 5.000 2.677 5.807
C 5.537 1.481 5.009
O 4.827 1.194 3.820
C 5.177 1.995 2.704
N 3.546 2.613 5.977
H 4.751 4.276 4.339
H 5.212 4.821 5.939
H 6.414 4.057 4.900
H 5.457 2.629 6.799
H 5.430 0.588 5.630
H 6.609 1.590 4.797
H 6.239 2.254 2.706
H 4.572 2.905 2.669
H 4.960 1.423 1.801
H 3.307 1.761 6.477
H 3.136 2.478 5.057

Properties
Highest occupied orbital energy ... -8.6 eV
Energy ... -4344.24454 a.u.
SMILES ... CC(=O)OCCCCCCc1c(C[C@@H]2CO2)c(OC(=O)c2ccccc2)c(C[C@H](C)Cl)c2c1C(=O)c1c(CC(=O)I)ccc([PH2]=N)c1C2=O.COC[C@@H](C)N.COC[C@@H](C)N.COC[C@@H](C)N.COC[C@@H](C)N
Gap between HOMO and LUMO ... 0.2579 Eh
Maximum force ... 4.9 eV Å⁻¹


# 4
Molecular formula: C32H64O12
Method: DFT, ωB97M-V/def2-TZVPD

Geometry (Å):
O 39.890 30.518 39.541
C 39.552 30.966 38.412
O 38.408 30.649 37.708
C 37.527 29.598 38.079
C 36.344 29.623 37.294
C 40.497 31.975 37.729
H 37.533 29.590 39.224
H 38.088 28.679 37.811
H 35.735 30.362 37.760
H 35.868 28.699 37.514
H 36.581 30.059 36.084
H 40.070 32.752 37.361
H 41.040 31.610 36.767
H 41.408 32.099 38.374
O 35.270 33.269 39.766
C 35.365 33.462 38.526
O 34.279 33.901 37.877
C 33.013 33.921 38.424
C 31.876 34.132 37.426
C 36.670 33.650 37.775
H 32.724 34.737 39.070
H 32.688 33.045 39.165
H 30.889 34.316 37.937
H 31.696 33.271 36.770
H 31.707 35.165 36.834
H 36.752 34.658 37.168
H 36.807 32.869 36.992
H 37.410 33.565 38.455
C 33.744 29.413 40.403
C 33.280 30.530 41.256
O 32.243 31.312 40.776
C 33.940 30.897 42.624
H 34.909 29.426 40.168
H 33.315 29.700 39.433
H 33.595 28.342 40.724
H 33.588 31.668 43.298
H 34.953 31.304 42.341
H 33.974 29.982 43.148
C 37.627 36.429 40.099
C 38.532 36.390 38.821
O 39.335 35.384 38.670
C 38.509 37.504 37.754
H 37.149 37.399 40.271
H 38.233 36.015 40.885
H 36.770 35.681 40.215
H 39.384 37.252 37.017
H 38.640 38.523 38.146
H 37.812 37.229 36.973
C 34.850 37.744 36.786
C 34.912 38.302 38.166
O 35.510 39.494 38.446
C 34.232 37.543 39.428
H 35.555 38.185 35.936
H 33.832 37.633 36.205
H 35.426 36.767 36.772
H 34.444 36.560 39.319
H 33.093 37.883 39.424
H 34.569 37.745 40.481
C 38.615 32.607 41.447
C 39.441 33.798 41.966
O 39.031 34.714 42.854
C 40.867 33.893 41.409
H 38.763 31.735 41.759
H 38.587 32.693 40.316
H 37.543 32.847 41.807
H 40.801 33.225 40.459
H 41.511 33.367 41.983
H 40.957 35.185 41.249
C 39.092 34.652 35.244
C 38.167 34.035 34.203
O 37.230 33.112 34.528
C 38.514 34.309 32.784
H 38.878 35.607 35.191
H 40.077 34.558 35.014
H 39.141 34.294 36.405
H 38.550 35.468 32.701
H 37.582 34.101 32.049
H 39.580 34.098 32.711
C 34.145 34.239 34.092
C 34.110 35.613 33.493
O 33.123 36.444 33.684
C 35.367 35.976 32.847
H 35.039 34.312 34.561
H 34.185 33.510 33.192
H 33.173 33.904 34.663
H 35.967 36.222 33.583
H 35.063 37.059 32.266
H 35.565 35.085 32.377
C 34.386 35.005 42.421
C 33.317 35.861 43.183
O 33.553 36.239 44.483
C 32.176 36.425 42.410
H 35.108 34.488 43.122
H 34.744 35.799 41.740
H 33.986 34.230 41.834
H 31.302 36.588 43.086
H 31.920 36.058 41.279
H 32.588 37.463 42.244
C 29.102 32.790 40.134
C 28.698 33.889 41.163
O 28.552 35.133 40.791
C 28.604 33.385 42.584
H 28.464 31.928 40.452
H 30.068 32.670 40.320
H 28.831 33.067 39.049
H 28.354 32.401 42.409
H 27.786 33.994 43.072
H 29.383 33.801 43.080

Properties
Highest occupied orbital energy ... -9.4 eV
Energy ... -2159.94980 a.u.
Energy above the lowest of the compared OMol25 structures with the same formula, charge and spin ... 1155.5 kJ/mol
SMILES ... CCOC(C)=O.CCOC(C)=O.CC(C)=O.CC(C)=O.CC(C)=O.CC(C)=O.CC(C)=O.CC(C)=O.CC(C)=O.CC(C)=O
Gap between HOMO and LUMO ... 0.3440 Eh
Maximum force ... 10.8 eV Å⁻¹


# 5
Molecular formula: C5H15N2O
Method: DFT, ωB97M-V/def2-TZVPD

Geometry (Å):
C -1.447 0.056 -0.307
C -0.515 1.065 -0.968
C 0.560 1.526 0.001
C 0.839 2.799 0.233
C 2.586 0.184 0.092
N 1.277 0.458 0.638
N -1.328 -1.356 -0.922
H -2.485 0.337 -0.445
H -1.128 -0.144 0.711
H 0.088 0.641 -1.772
H -1.022 1.960 -1.321
H 1.701 3.116 0.811
H 0.314 3.618 -0.242
H 2.961 -0.796 0.394
H 3.329 0.966 0.278
H 2.535 0.072 -0.996
H 1.312 0.652 1.631
H -2.299 -1.769 -0.905
H -1.011 -1.341 -1.899
H -0.627 -1.828 -0.334
H -2.214 -3.507 1.699
H -1.036 -3.980 0.841
O -1.479 -3.178 1.161

Properties
Highest occupied orbital energy (spin up / spin down) ... -3.1 / -9.5 eV
Spin multiplicity ... 2
Energy ... -384.09423 a.u.
Energy above the lowest of the compared OMol25 structures with the same formula, charge and spin ... 220.1 kJ/mol
Gap between HOMO and LUMO (spin up / spin down) ... 0.1460 / 0.3739 Eh
Maximum force ... 1.7 eV Å⁻¹


# 6
Molecular formula: C26H33N3O4
Method: DFT, ωB97M-V/def2-TZVPD

Geometry (Å):
O -2.927 -0.654 -2.065
C -3.029 -0.341 -0.897
N -4.181 0.107 -0.355
H -4.216 0.345 0.623
C -5.407 0.275 -1.122
C -6.524 -0.437 -0.398
C -6.491 -1.826 -0.343
C -7.459 -2.534 0.342
C -8.477 -1.850 0.987
C -8.512 -0.470 0.941
C -7.541 0.253 0.257
C -7.628 1.754 0.214
C -6.284 2.398 -0.107
C -5.706 1.756 -1.362
H -4.785 2.257 -1.668
H -6.426 1.844 -2.177
H -6.414 3.471 -0.259
H -5.598 2.263 0.732
H -8.012 2.126 1.167
H -8.352 2.034 -0.559
H -9.305 0.065 1.446
H -9.240 -2.392 1.526
H -7.423 -3.612 0.374
H -5.693 -2.348 -0.850
H -5.207 -0.217 -2.081
C -1.870 -0.395 0.095
C -1.353 1.025 0.355
C -0.176 0.997 1.325
C 0.960 0.134 0.777
C 0.448 -1.281 0.498
C -0.739 -1.258 -0.458
H -0.436 -0.854 -1.425
H -1.104 -2.273 -0.628
H 0.145 -1.744 1.441
H 1.242 -1.894 0.064
C 2.137 0.124 1.764
N 3.361 -0.380 1.179
C 4.211 0.470 0.569
C 5.363 0.360 -0.219
N 6.090 -0.636 -0.755
C 6.075 -1.991 -0.248
H 5.154 -2.186 0.297
H 6.147 -2.677 -1.099
C 7.287 -2.201 0.674
O 8.488 -1.913 0.003
C 8.509 -0.580 -0.465
H 9.464 -0.452 -0.975
C 7.340 -0.313 -1.420
H 7.331 0.732 -1.726
H 7.433 -0.957 -2.300
H 8.452 0.119 0.383
H 7.355 -3.242 0.994
H 7.180 -1.553 1.559
C 5.482 1.825 -0.339
O 6.220 2.567 -0.947
C 4.281 1.939 0.572
O 3.658 2.822 1.119
H 3.337 -1.344 0.877
H 2.335 1.142 2.102
H 1.892 -0.496 2.632
H 1.309 0.579 -0.162
H -0.503 0.594 2.287
H 0.187 2.012 1.490
H -2.150 1.652 0.762
H -1.035 1.464 -0.592
H -2.232 -0.824 1.037

Properties
Highest occupied orbital energy ... -7.8 eV
Energy ... -1475.79134 a.u.
Energy above the lowest of the compared OMol25 structures with the same formula, charge and spin ... 145.2 kJ/mol
SMILES ... O=c1c(NC[C@H]2CC[C@H](C(=O)N[C@@H]3CCCc4ccccc43)CC2)c(N2CCOCC2)c1=O
Gap between HOMO and LUMO ... 0.3037 Eh
Maximum force ... 0.8 eV Å⁻¹


# 7
Molecular formula: C9H15ClNSi
Method: DFT, ωB97M-V/def2-TZVPD

Geometry (Å):
C 1.903 0.211 -1.775
C 1.410 1.406 -1.286
C 2.261 -0.787 -0.791
C 1.363 1.704 0.274
C 2.147 -0.724 0.570
C 1.544 0.472 1.130
C -1.512 -1.534 -1.160
C -3.219 0.155 -0.529
C -1.513 -0.551 0.901
N -2.240 -0.775 -0.127
Si 1.409 0.581 2.946
Cl 0.784 2.179 3.965
H 2.160 0.049 -2.905
H 1.238 2.190 -2.017
H 2.531 -1.749 -1.266
H 2.130 2.382 0.425
H 2.484 -1.674 1.000
H -0.623 -2.037 -0.720
H -2.300 -2.289 -1.545
H -1.164 -0.987 -2.025
H -4.080 -0.402 -0.534
H -3.154 0.978 0.215
H -2.857 0.553 -1.524
H -0.644 -1.279 1.080
H -1.801 0.291 1.664
H 0.458 2.327 0.367
H 1.285 -0.689 3.667

Properties
Highest occupied orbital energy (spin up / spin down) ... -8.7 / -13.0 eV
Spin multiplicity ... 3
Total charge ... +1
Energy ... -1155.94904 a.u.
Gap between HOMO and LUMO (spin up / spin down) ... 0.1457 / 0.2984 Eh
Maximum force ... 4.3 eV Å⁻¹


# 8
Molecular formula: C4H8N3S
Method: DFT, ωB97M-V/def2-TZVPD

Geometry (Å):
C 2.770 0.236 -0.996
C -1.192 -0.254 -0.103
C 1.641 -0.191 -0.105
C -2.098 -0.377 1.097
N -0.289 -1.309 -0.038
N 0.887 -1.210 -0.054
N -0.434 0.985 -0.105
S 2.906 0.414 0.763
H 3.473 -0.448 -1.481
H 2.591 1.056 -1.557
H -1.818 -0.451 -1.111
H -1.585 -0.513 2.096
H -2.680 -1.378 1.068
H -2.934 0.517 1.096
H -0.346 1.249 -1.086
H -0.891 1.674 0.517

Properties
Highest occupied orbital energy ... -14.2 eV
Total charge ... +1
Energy ... -719.25879 a.u.
Energy above the lowest of the compared OMol25 structures with the same formula, charge and spin ... 504.2 kJ/mol
Gap between HOMO and LUMO ... 0.3438 Eh
Maximum force ... 5.0 eV Å⁻¹